No. 1
This record from the Open Molecules 2025 dataset describes a structure of composition C4H8N3O. The level of theory is ωB97M-V with the def2-TZVPD basis set.

The geometry in XYZ format:
```
16
Properties=species:S:1:pos:R:3
C -2.49415 -0.64884 0.01959
C -0.14493 0.18480 0.77199
C -1.19558 1.42662 -0.39136
C 0.06477 1.71013 0.34557
N -3.31548 -1.43634 -0.10177
N 1.59525 -2.18294 -0.51174
N -1.48506 0.30066 0.07901
O 1.20281 1.91250 -0.43462
H 0.39517 -0.53220 0.05868
H 0.10407 -0.22360 1.79910
H -1.86583 1.97524 -1.05993
H 1.68841 -2.66088 0.44666
H -0.11807 2.35635 1.10701
H 1.34831 -2.83271 -1.29593
H 2.41256 -1.79241 -0.76949
H 1.80777 2.44363 -0.06276
```

As for the HOMO-LUMO gap: 0.29159 hartree. As for the charge: +1.



No. 2
This record from the Open Molecules 2025 dataset describes the ion C4H8N3O with charge +1. The level of theory is ωB97M-V with the def2-TZVPD basis set.

The geometry in XYZ format:
```
16
Properties=species:S:1:pos:R:3
C -0.99972 1.92012 -0.10247
C 1.23877 2.69836 -0.81641
C -0.62615 -1.42215 0.96631
C 1.13199 -0.45828 -0.35040
N -0.92558 0.78858 0.31160
N 0.02847 2.70938 -1.07454
N -0.15070 -0.20673 0.29656
O 2.31901 2.62332 -0.50663
H -1.61653 2.78536 0.20235
H -1.51651 -1.19052 1.74343
H -1.04561 -2.21490 0.41612
H 0.13569 -1.64749 1.66178
H 1.03424 -0.14775 -1.38460
H 2.03635 -0.23045 0.13048
H 1.31421 -1.52238 -0.56878
H -0.40573 3.19432 -1.82261
```

As for the HOMO-LUMO gap: 0.32542 hartree. As for the SMILES: CN(C)/N=C\[NH+]=C=O. As for the charge: +1.



No. 3
This record from the Open Molecules 2025 dataset describes the ion C4H8N3O with charge +1. The level of theory is ωB97M-V with the def2-TZVPD basis set.

The geometry in XYZ format:
```
16
Properties=species:S:1:pos:R:3
C -2.14763 1.21809 0.12188
C 1.24971 0.19432 -0.28327
C -0.75379 1.10075 0.59179
C -0.92246 -1.09661 0.43643
N -2.72431 0.17613 -0.37092
N 0.21141 1.03832 -0.44427
N 0.33494 -1.35244 -0.11911
O -1.95491 -0.99964 -0.35666
H -2.67269 2.24408 0.13016
H 1.73117 -0.05587 -1.32060
H 1.79540 0.23950 0.69760
H -0.50654 1.36833 1.62732
H -1.00532 -1.45316 1.56328
H -0.24280 0.74312 -1.31600
H 0.21847 -1.81470 -1.08037
H 0.84952 -2.15490 0.27660
```

As for the HOMO-LUMO gap: 0.34109 hartree. As for the charge: +1.



No. 4
This record from the Open Molecules 2025 dataset describes the ion C4H8N3O with charge +1. The level of theory is ωB97M-V with the def2-TZVPD basis set.

The geometry in XYZ format:
```
16
Properties=species:S:1:pos:R:3
C -1.11262 1.18702 1.87296
C -1.14178 0.01427 -0.26664
C 0.48560 -0.44115 1.01914
C -0.01010 -1.03057 -0.32859
N -1.74806 1.50380 2.75944
N 0.43138 1.85722 0.32935
N -0.36004 0.78529 0.78083
O 0.83617 -0.72659 -1.38719
H -1.29812 0.58489 -1.18305
H -2.08752 -0.35724 0.12455
H 0.16050 -0.98632 1.90412
H 1.54424 -0.18811 1.08780
H -0.32227 -2.07551 -0.30461
H 0.96165 1.57971 -0.49531
H -0.11524 2.69273 0.13826
H 1.37402 -1.48005 -1.65558
```

As for the HOMO-LUMO gap: 0.45957 hartree. As for the SMILES: N#C[N@+]1(N)C[C@@H](O)C1. As for the charge: +1.



No. 5
This record from the Open Molecules 2025 dataset describes the ion C4H8N3O with charge +1. The level of theory is ωB97M-V with the def2-TZVPD basis set.

The geometry in XYZ format:
```
16
Properties=species:S:1:pos:R:3
C -0.16195 -0.29364 0.43735
C 0.57046 -4.06279 0.76090
C -0.96515 1.90499 -0.10203
C 0.24034 2.13459 -1.03305
N 0.17333 -1.46839 0.72422
N 0.38687 -2.72343 0.92816
N -0.63569 0.76326 0.85822
O 0.58282 0.89178 -1.51247
H 0.27972 -4.50191 -0.17077
H 1.00695 -4.50916 1.59932
H -1.09343 2.79621 0.40689
H -2.00223 1.60042 -0.53204
H 1.04506 2.67261 -0.34264
H -0.07071 2.84526 -1.78369
H -0.70124 0.97521 1.90933
H 1.34485 0.97499 -2.14770
```

As for the HOMO-LUMO gap (spin up / spin down): 0.24523 / 0.27172 hartree. As for the charge: +1. As for the expectation value of S²: 2.06. Its spin multiplicity is 3.



No. 6
This record from the Open Molecules 2025 dataset describes the ion C4H8N3O2 with charge +1. The level of theory is ωB97M-V with the def2-TZVPD basis set.

The geometry in XYZ format:
```
17
Properties=species:S:1:pos:R:3
C -0.02117 -1.36582 1.60295
C 0.82733 -1.23914 -0.74734
C -0.56029 1.45687 1.41348
C -0.11644 -0.56243 0.31137
N -0.04791 -2.10958 2.47460
N 1.44641 -0.48537 -1.60493
N -1.44231 -0.80144 -0.30566
O 0.92710 -2.50748 -0.60010
O 0.21858 0.74737 0.49596
H 0.06344 1.61522 2.28842
H -1.52422 0.81728 1.61466
H -0.98901 2.31239 0.94876
H 1.33297 0.48632 -1.50545
H 2.15960 -0.96830 -2.23153
H -2.11936 -1.39243 0.34759
H -1.88608 0.03756 -0.58545
H 1.49755 -3.00944 -1.15458
```

As for the HOMO-LUMO gap: 0.38955 hartree. As for the SMILES: CO[C@](N)(C#N)C(=[NH2+])O. As for the charge: +1.



No. 7
This record from the Open Molecules 2025 dataset describes a cluster of 2 separate species, C4H8N3OS in total. The level of theory is ωB97M-V with the def2-TZVPD basis set.

The geometry in XYZ format:
```
17
Properties=species:S:1:pos:R:3
C 1.05630 -0.95326 -0.16733
C 0.74569 -2.24867 -0.16139
C 0.13852 0.03264 0.08575
C -0.68383 3.16434 0.07213
N 0.53290 1.23744 0.49014
N -0.82055 3.94987 0.93953
N -0.49367 -2.78099 -0.40123
O -1.13855 -0.19978 0.03041
S -0.78447 2.75825 -1.56443
H 2.11024 -0.86122 0.04577
H 1.57343 -3.03794 -0.15582
H 1.54634 1.24688 0.51366
H -1.62377 0.54295 0.53154
H -0.89893 4.11038 1.99399
H -0.55706 -3.67055 -0.03293
H -1.29435 -2.26101 -0.66310
H -1.51818 3.75758 -1.85766
```

As for the HOMO-LUMO gap: 0.28874 hartree. As for the charge: +1.



No. 8
This record from the Open Molecules 2025 dataset describes the ion C4H8N3OS with charge +1. The level of theory is ωB97M-V with the def2-TZVPD basis set.

The geometry in XYZ format:
```
17
Properties=species:S:1:pos:R:3
C 2.21890 -0.23146 0.38957
C 0.21261 1.05435 -0.40390
C 1.72052 0.99626 -0.40972
C -1.64792 -0.59020 -0.21873
N 1.84884 -0.32012 1.54434
N -0.34692 -0.21363 -0.30693
N -2.10281 -1.80380 -0.27990
O -0.53621 1.99403 -0.53133
S -2.95790 0.52307 0.23087
H 3.00922 -0.94775 -0.00746
H 1.92062 2.08375 -0.00870
H 1.92247 1.02169 -1.46463
H 0.40696 -0.94703 -0.16651
H -3.15938 -1.83653 -0.28344
H 1.28734 0.40033 1.89256
H -1.59026 -2.75732 -0.48969
H -2.20607 1.57433 0.51361
```

As for the HOMO-LUMO gap (spin up / spin down): 0.21223 / 0.28432 hartree. As for the charge: +1. As for the expectation value of S²: 2.01. Its spin multiplicity is 3.



No. 9
This record from the Open Molecules 2025 dataset describes the molecule C4H8N4. The level of theory is ωB97M-V with the def2-TZVPD basis set.

The geometry in XYZ format:
```
16
Properties=species:S:1:pos:R:3
C -1.27622 0.14921 0.22941
C -0.04760 0.86605 0.50384
C 2.37464 0.18166 -0.14501
C 1.08669 -0.92167 -0.43933
H -2.53393 -1.28071 0.27140
H -0.78956 -1.76871 1.06781
H -3.15321 0.13010 -0.39888
H -0.72957 2.31012 -0.58890
H 3.43623 0.00243 0.49265
H 2.39513 1.17493 -0.68369
H 1.15250 -2.03639 -0.27122
H 0.72773 -0.43158 -1.26138
N -1.44960 -1.26783 0.19250
N -2.38780 0.81060 -0.09694
N 0.12882 2.08918 0.14136
N 1.06577 -0.00738 0.98638
```

As for the HOMO-LUMO gap: 0.34881 hartree. As for the SMILES: [H]/N=C(N)/C(=N\[H])N1CC1.



No. 10
This record from the Open Molecules 2025 dataset describes the molecule C4H8N4. The level of theory is ωB97M-V with the def2-TZVPD basis set.

The geometry in XYZ format:
```
16
Properties=species:S:1:pos:R:3
C 1.83430 0.96436 0.13027
C -0.30772 -0.16712 -0.15329
C -2.36114 -0.82211 0.09054
C -1.24548 1.01359 -0.19711
H 2.87696 0.72407 -0.14033
H 1.81796 1.02905 1.23258
H 1.46106 1.91403 -0.29663
H 1.11181 -2.05185 -0.77668
H 1.24557 -1.85200 0.87414
H -3.14745 -1.50867 0.27015
H -1.20869 1.41449 -1.20887
H -0.99522 1.81440 0.49481
N 1.02103 -0.17680 -0.26304
N 1.52923 -1.46533 -0.03534
N -1.04988 -1.27352 -0.09855
N -2.58234 0.44342 0.07735
```

As for the HOMO-LUMO gap: 0.34980 hartree. As for the SMILES: CN(N)C1=NC=NC1.



No. 11
This record from the Open Molecules 2025 dataset describes a cluster of 2 separate species, C4H8N4 in total. The level of theory is ωB97M-V with the def2-TZVPD basis set.

The geometry in XYZ format:
```
16
Properties=species:S:1:pos:R:3
C 1.25244 -0.65633 0.47692
C -1.29676 0.82006 1.12998
C -0.98616 1.09587 -0.32879
C 1.25653 -0.64222 -1.07656
H 2.02529 -1.25415 0.96018
H 1.81936 0.39842 0.71378
H 0.23071 -2.01251 1.43936
H -1.90059 1.28002 1.88020
H 0.03401 1.14967 -0.59000
H -1.57111 2.11736 -0.58740
H -1.60358 0.06355 -2.05576
H 2.59444 -0.38415 -1.61645
N -0.09733 -1.02998 1.00055
N -1.03165 -0.37677 1.70203
N -1.06204 -0.23890 -1.15310
N 0.33643 -0.32995 -1.89494
```

As for the HOMO-LUMO gap: 0.32205 hartree.



No. 12
This record from the Open Molecules 2025 dataset describes the molecule C4H8N4. The level of theory is ωB97M-V with the def2-TZVPD basis set.

The geometry in XYZ format:
```
16
Properties=species:S:1:pos:R:3
C 0.88310 1.30576 -0.47496
C 0.97974 -0.05702 0.18821
C 2.26521 -0.88513 0.23690
C -2.72736 -0.15489 -0.35962
N 0.24512 -0.12620 1.42833
N -0.98461 -0.04196 1.27939
N 0.23057 0.14796 -0.93876
N -1.43521 0.07831 0.15125
H 0.25262 2.03386 0.11688
H 1.71055 1.66623 -1.17797
H 2.40460 -1.45108 1.09297
H 3.15769 -0.33389 0.41217
H 2.50899 -1.52829 -0.56607
H -3.14163 -1.15869 -0.21503
H -3.54632 0.39745 0.14260
H -2.80308 0.10757 -1.31627
```

As for the HOMO-LUMO gap (spin up / spin down): 0.29223 / 0.27161 hartree. As for the expectation value of S²: 2.03. Its spin multiplicity is 3.



No. 13
This record from the Open Molecules 2025 dataset describes the ion C4H8N4 with charge +2. The level of theory is ωB97M-V with the def2-TZVPD basis set.

The geometry in XYZ format:
```
16
Properties=species:S:1:pos:R:3
C -1.54017 0.57500 1.24331
C 0.34033 0.73533 0.11153
C -2.00991 -1.83897 1.20117
C 2.10215 1.01899 -1.62893
N -0.84488 1.50800 0.92372
N -0.06886 -0.49990 0.10666
N -1.31148 -0.62639 0.82002
N 1.20714 1.44023 -0.59017
H -1.66149 -1.94222 2.19536
H -3.08490 -1.60337 1.35999
H -1.86957 -2.72401 0.56255
H 2.92929 1.77886 -1.68925
H 1.59154 1.16852 -2.63420
H 2.36746 -0.07703 -1.54417
H 0.41659 -1.39562 0.00738
H 1.43674 2.48256 -0.44496
```

As for the HOMO-LUMO gap (spin up / spin down): 0.31423 / 0.25505 hartree. As for the SMILES: C/[NH+]=C1/N=C=[N+](C)N1. As for the charge: +2.



No. 14
This record from the Open Molecules 2025 dataset describes the molecule C4H8N4O. The level of theory is ωB97M-V with the def2-TZVPD basis set.

The geometry in XYZ format:
```
17
Properties=species:S:1:pos:R:3
C -2.75893 0.34708 0.08162
C -0.49755 -0.76231 0.12994
C 2.38804 0.01096 -0.17730
C 1.54040 1.33142 -0.22031
H -3.91136 0.49996 -0.32934
H -2.16588 1.24411 -0.30481
H -2.69074 0.53515 1.11364
H -2.06254 -1.83507 -0.54160
H 2.32062 -1.92912 0.48157
H 3.40242 0.27738 0.25426
H 2.32052 -0.41833 -1.16143
H 1.83476 2.30281 -0.50729
N -1.87966 -0.79617 -0.28805
N 0.43641 -1.59262 -0.06955
N 1.71079 -1.18583 0.52243
N 0.23714 1.56136 0.11026
O -0.22444 0.40921 0.90599
```

As for the HOMO-LUMO gap: 0.33020 hartree. As for the SMILES: CNC1=NNCC=NO1.



No. 15
This record from the Open Molecules 2025 dataset describes a cluster of 2 separate species, C4H8N4O in total. The level of theory is ωB97M-V with the def2-TZVPD basis set.

The geometry in XYZ format:
```
17
Properties=species:S:1:pos:R:3
C 0.54827 -0.74911 -0.07425
C -1.21158 0.92896 -0.19729
C -1.46679 2.21225 -0.07081
C -1.54133 -1.79289 0.33411
H 2.03304 0.55417 -1.02250
H 3.35554 0.43447 0.20775
H 1.90587 -2.01393 -0.39723
H 0.56308 0.85395 0.80795
H -1.80270 0.29764 -1.06515
H -2.41667 2.59666 -0.25238
H -0.45249 2.61452 0.49366
H -1.08149 -1.89280 1.83051
N 2.73094 -0.12642 -0.43855
N 1.89061 -1.02898 0.23581
N -0.10126 0.45098 0.32823
N -0.26142 -1.66463 -0.33950
O -2.69162 -1.67482 -0.38038
```

As for the HOMO-LUMO gap: 0.32547 hartree.



For each record above, in turn, the calculated max |F| values are 0.1086; 0.1015; 0.1241; 0.0278; 0.1193; 0.0737; 0.0862; 0.1991; 0.1534; 0.0561; 0.1316; 0.1008; 0.1035; 0.1047; 0.1764 Eh/bohr.